1.
Below is a structure of composition C38H38FN3O3OsS3SbTe, with properties calculated with ωB97M-V/def2-TZVPD.

Computed properties:
* <S²>: 6.03
* spin multiplicity: 5
* LUMO level (spin up / spin down): 2.25 / 1.00 eV
* total charge: -1

Last column: Mulliken spin population.
Positions of all 89 atoms, in Å:
Os (1.345, -1.857, -0.840)  2.790
S (5.034, 1.708, -3.328)  0.046
Sb (4.026, 1.460, -1.307)  0.090
S (3.278, -0.934, -1.456)  0.348
S (1.775, 2.576, -1.795)  0.028
O (1.123, -2.338, 1.513)  0.110
N (-0.013, -2.790, 1.865)  -0.001
N (-0.793, -3.187, 0.932)  0.021
O (-0.490, -3.122, -0.340)  0.071
C (-2.032, -3.739, 1.298)  0.002
C (-2.866, -4.245, 0.308)  0.008
C (-4.083, -4.799, 0.656)  -0.001
C (-4.471, -4.851, 1.983)  0.001
C (-3.627, -4.365, 2.969)  0.000
C (-2.407, -3.811, 2.637)  -0.001
H (-2.544, -4.194, -0.719)  -0.006
H (-4.725, -5.199, -0.114)  0.000
H (-5.428, -5.268, 2.252)  0.000
H (-3.920, -4.427, 4.007)  0.000
H (-1.737, -3.432, 3.390)  -0.002
F (6.911, -3.444, -4.275)  0.000
C (5.758, -3.563, -3.564)  -0.008
C (5.823, -3.916, -2.229)  0.004
C (4.648, -4.034, -1.514)  -0.015
C (3.402, -3.800, -2.110)  0.063
C (2.168, -3.819, -1.322)  0.036
C (3.385, -3.486, -3.477)  -0.012
C (4.549, -3.350, -4.201)  0.003
H (6.786, -4.076, -1.766)  0.001
H (4.687, -4.290, -0.465)  -0.001
H (2.318, -4.373, -0.388)  0.003
H (1.330, -4.257, -1.881)  0.002
H (2.433, -3.307, -3.959)  -0.009
H (4.535, -3.061, -5.240)  0.000
C (0.177, 8.515, 0.501)  0.000
C (0.051, 7.028, 0.337)  -0.001
C (0.935, 6.164, 0.958)  0.002
C (0.849, 4.788, 0.790)  -0.002
C (1.864, 3.941, 1.493)  -0.008
C (-0.143, 4.233, -0.021)  0.023
Te (-0.206, 2.059, -0.605)  -0.022
N (0.106, -0.192, -1.003)  0.255
C (-1.145, -0.416, -1.324)  0.005
O (-2.083, 0.321, -0.915)  0.042
C (-1.498, -1.548, -2.236)  -0.002
C (-0.569, -2.100, -3.119)  0.122
C (-0.930, -3.171, -3.918)  0.038
C (-2.221, -3.674, -3.875)  -0.003
C (-3.159, -3.089, -3.042)  0.015
C (-2.800, -2.032, -2.227)  -0.005
C (-0.269, 1.561, 1.473)  0.010
C (-1.511, 1.824, 2.049)  -0.007
C (-2.589, 2.539, 1.296)  0.003
C (-1.745, 1.430, 3.359)  0.001
C (-0.782, 0.757, 4.094)  0.000
C (-1.046, 0.318, 5.502)  0.000
C (0.439, 0.493, 3.497)  0.006
C (0.712, 0.890, 2.194)  0.017
C (2.054, 0.598, 1.611)  0.006
C (-1.043, 5.103, -0.642)  -0.004
C (-2.161, 4.612, -1.520)  0.004
C (-0.943, 6.477, -0.454)  0.002
H (1.075, 8.763, 1.064)  0.000
H (-0.687, 8.918, 1.031)  0.000
H (0.233, 9.003, -0.472)  0.000
H (1.728, 6.567, 1.576)  0.000
H (2.710, 4.550, 1.808)  0.000
H (2.229, 3.170, 0.821)  0.005
H (1.430, 3.469, 2.376)  0.000
H (0.421, -1.649, -3.215)  -0.064
H (-0.198, -3.606, -4.584)  0.002
H (-2.506, -4.500, -4.510)  0.000
H (-4.174, -3.461, -3.031)  0.001
H (-3.516, -1.587, -1.554)  0.001
H (-2.660, 2.147, 0.281)  0.001
H (-2.371, 3.608, 1.255)  0.000
H (-3.556, 2.398, 1.779)  0.000
H (-2.712, 1.635, 3.801)  0.000
H (-1.988, 0.723, 5.866)  0.000
H (-0.240, 0.644, 6.157)  0.000
H (-1.097, -0.769, 5.549)  0.000
H (1.201, -0.040, 4.049)  0.000
H (2.365, -0.423, 1.839)  -0.004
H (2.809, 1.285, 2.005)  -0.003
H (1.984, 0.698, 0.529)  -0.008
H (-2.023, 3.567, -1.798)  0.002
H (-2.210, 5.211, -2.428)  0.000
H (-3.118, 4.712, -1.006)  0.000
H (-1.649, 7.128, -0.958)  0.000


2.
Below is the molecule C6H10S2, with properties calculated with ωB97M-V/def2-TZVPD.

Computed properties:
* LUMO level: 0.70 eV
* SMILES string: S[C@H]1[C@@H]2CC[C@H]1SC2
* total charge: 0

Last column: natural (NBO) charge in e.
Positions of all 18 atoms, in Å:
S (2.726, 0.320, -0.070)  -0.041
C (1.030, -0.264, -0.367)  -0.348
C (0.216, -0.249, 0.930)  -0.237
C (-1.082, -0.979, 0.491)  -0.406
C (-1.269, -0.395, -0.966)  -0.429
C (-0.051, 0.470, -1.172)  -0.360
S (-0.346, 2.022, -0.278)  0.189
C (-0.070, 1.196, 1.321)  -0.536
H (3.345, 0.184, -1.373)  0.149
H (1.111, -1.310, -0.740)  0.226
H (0.758, -0.802, 1.741)  0.230
H (-0.996, -2.043, 0.470)  0.212
H (-1.936, -0.799, 1.181)  0.215
H (-2.163, 0.312, -1.086)  0.233
H (-1.362, -1.259, -1.693)  0.211
H (0.173, 0.787, -2.224)  0.248
H (-0.899, 1.282, 2.025)  0.225
H (0.816, 1.527, 1.810)  0.220


3.
Below is a cluster of 2 separate species, C3H4O3 in total, with properties calculated with ωB97M-V/def2-TZVPD.

Computed properties:
* <S²>: 0.76
* spin multiplicity: 2
* LUMO level (spin up / spin down): 3.83 / 3.82 eV
* total charge: -1

Last column: natural (NBO) charge in e.
Positions of all 10 atoms, in Å:
H (-1.258, -1.376, 2.476)  -0.742
O (0.782, 1.152, -0.216)  -0.500
C (1.538, 0.062, -0.123)  0.972
C (-0.605, 0.802, -0.310)  -0.143
O (2.733, 0.048, -0.066)  -0.630
O (0.769, -1.047, -0.189)  -0.488
C (-0.559, -0.686, -0.194)  0.007
H (-1.003, 1.164, -1.271)  0.151
H (-1.147, 1.289, 0.515)  0.195
H (-1.250, -1.407, -0.622)  0.177


4.
Below is a structure of composition C32H51MgN4OSi4, with properties calculated with ωB97M-V/def2-TZVPD.

Computed properties:
* LUMO level: 2.06 eV
* total charge: -1

Last column: Löwdin charge in e.
Positions of all 93 atoms, in Å:
Mg (-0.572, 0.467, 0.503)  0.498
C (-1.613, -1.944, 4.097)  -0.024
C (-1.119, -0.817, 3.240)  -0.274
N (-1.638, -0.569, 2.089)  -0.009
N (-2.720, -1.258, 1.689)  0.067
C (-2.908, -1.153, 0.376)  -0.464
O (-2.056, -0.711, -0.440)  -0.095
C (-4.258, -1.599, -0.079)  -0.135
C (-4.877, -2.700, 0.509)  -0.038
C (-6.167, -3.052, 0.150)  -0.097
C (-6.858, -2.301, -0.792)  -0.107
C (-6.239, -1.213, -1.390)  -0.083
C (-4.941, -0.867, -1.047)  -0.014
C (-0.067, 0.098, 3.677)  -0.218
C (0.603, -0.058, 4.894)  -0.022
C (1.518, 0.893, 5.299)  -0.073
C (1.754, 1.988, 4.481)  -0.059
C (1.084, 2.043, 3.270)  -0.129
N (0.214, 1.132, 2.858)  0.107
H (-2.667, -2.104, 3.871)  0.068
H (-1.082, -2.869, 3.858)  0.084
H (-1.494, -1.738, 5.159)  0.064
H (-4.334, -3.274, 1.248)  0.105
H (-6.639, -3.911, 0.611)  0.094
H (-7.875, -2.565, -1.056)  0.093
H (-6.771, -0.625, -2.127)  0.100
H (-4.466, -0.014, -1.518)  0.094
H (0.412, -0.924, 5.511)  0.103
H (2.048, 0.781, 6.237)  0.106
H (2.439, 2.773, 4.769)  0.102
H (1.257, 2.877, 2.599)  0.091
C (0.657, -0.822, -3.545)  -0.215
Si (1.477, -1.878, -2.194)  0.324
C (3.001, -2.670, -3.027)  -0.221
C (0.260, -3.300, -1.846)  -0.220
Si (1.821, -0.613, -0.240)  0.383
Si (2.840, -2.166, 1.203)  0.321
C (3.503, -1.293, 2.763)  -0.225
C (4.348, -3.203, 0.652)  -0.224
C (1.551, -3.445, 1.793)  -0.228
Si (3.567, 0.835, -0.880)  0.334
C (4.022, 2.124, 0.455)  -0.222
C (3.123, 1.724, -2.502)  -0.226
C (5.275, 0.057, -1.253)  -0.230
H (0.280, -1.428, -4.373)  0.022
H (1.359, -0.091, -3.954)  0.006
H (-0.185, -0.265, -3.123)  0.014
H (2.734, -3.245, -3.918)  0.019
H (3.526, -3.339, -2.339)  0.002
H (3.711, -1.896, -3.330)  0.003
H (-0.062, -3.806, -2.760)  0.021
H (-0.630, -2.900, -1.351)  0.010
H (0.699, -4.050, -1.184)  0.005
H (4.471, -0.828, 2.556)  0.018
H (3.629, -1.974, 3.609)  0.022
H (2.828, -0.493, 3.073)  -0.010
H (5.153, -2.545, 0.314)  0.002
H (4.102, -3.868, -0.180)  0.004
H (4.734, -3.816, 1.470)  0.020
H (0.564, -2.980, 1.877)  0.000
H (1.800, -3.882, 2.765)  0.019
H (1.459, -4.265, 1.077)  0.010
H (3.145, 2.466, 1.006)  -0.015
H (4.508, 3.000, 0.018)  0.021
H (4.713, 1.690, 1.184)  0.014
H (2.050, 1.919, -2.559)  0.009
H (3.389, 1.092, -3.354)  0.015
H (3.639, 2.680, -2.619)  0.022
H (5.682, -0.428, -0.361)  0.003
H (5.993, 0.813, -1.584)  0.021
H (5.202, -0.703, -2.036)  0.004
C (-3.908, 2.414, -0.392)  -0.104
N (-3.782, 2.371, -1.840)  -0.257
C (-4.179, 3.632, -2.430)  -0.125
C (-2.452, 1.902, -2.287)  -0.176
C (-1.269, 2.699, -1.774)  -0.260
C (-0.881, 3.823, -2.507)  -0.080
C (0.116, 4.674, -2.054)  -0.116
C (0.741, 4.386, -0.852)  -0.118
C (0.390, 3.231, -0.164)  -0.169
C (-0.617, 2.343, -0.573)  -0.138
H (-4.959, 2.565, -0.129)  0.083
H (-3.317, 3.218, 0.068)  0.087
H (-3.570, 1.466, 0.030)  0.065
H (-5.216, 3.845, -2.158)  0.075
H (-4.118, 3.558, -3.518)  0.079
H (-3.564, 4.485, -2.104)  0.078
H (-2.469, 1.915, -3.382)  0.116
H (-2.355, 0.870, -1.960)  0.078
H (-1.361, 4.024, -3.461)  0.099
H (0.411, 5.535, -2.643)  0.088
H (1.522, 5.038, -0.473)  0.091
H (0.931, 3.011, 0.751)  0.033


5.
Below is the ion C4H11N2O with charge +1, with properties calculated with ωB97M-V/def2-TZVPD.

Computed properties:
* LUMO level: -3.44 eV
* SMILES string: CON(C)C(C)=[NH2+]
* total charge: +1

Last column: natural (NBO) charge in e.
Positions of all 18 atoms, in Å:
C (-2.529, 0.510, 0.407)  -0.255
O (-1.354, 0.444, -0.424)  -0.384
N (-0.233, -0.204, -0.044)  -0.084
C (-0.217, -1.699, -0.190)  -0.448
C (1.004, 0.499, -0.146)  0.568
C (2.243, -0.224, 0.188)  -0.669
N (0.848, 1.786, -0.416)  -0.709
H (-2.803, -0.528, 0.765)  0.209
H (-3.167, 1.147, -0.109)  0.228
H (-2.292, 1.190, 1.406)  0.185
H (-0.320, -2.083, 0.798)  0.227
H (-1.062, -2.050, -0.665)  0.241
H (0.693, -2.137, -0.803)  0.227
H (3.197, 0.440, 0.053)  0.267
H (2.075, -0.462, 1.149)  0.262
H (2.192, -1.052, -0.503)  0.262
H (1.723, 2.304, -0.613)  0.429
H (0.002, 2.120, -0.853)  0.445


6.
Below is a structure of composition C25H28F12GeHfNO9P2Se, with properties calculated with ωB97M-V/def2-TZVPD.

Computed properties:
* LUMO level: 2.13 eV
* total charge: -1

Last column: Löwdin charge in e.
Positions of all 80 atoms, in Å:
Hf (0.663, -0.376, -1.804)  1.515
C (-5.079, 0.617, 2.588)  -0.055
C (-3.850, 0.111, 1.867)  -0.281
C (-3.021, -0.857, 2.406)  -0.049
C (-1.886, -1.282, 1.735)  -0.020
C (-1.500, -0.753, 0.497)  -0.223
N (-0.331, -1.155, -0.148)  -0.090
C (0.528, -2.181, 0.357)  -0.250
C (1.080, -2.129, 1.636)  -0.046
C (2.009, -3.055, 2.067)  -0.039
C (2.433, -4.080, 1.229)  -0.257
C (3.495, -5.064, 1.662)  -0.051
C (1.889, -4.142, -0.045)  0.019
C (0.958, -3.217, -0.504)  -0.077
C (0.362, -3.326, -1.944)  -0.276
O (0.182, -2.120, -2.610)  -0.214
C (1.244, -4.178, -2.933)  -0.561
F (1.321, -5.484, -2.632)  0.141
F (2.498, -3.709, -2.964)  0.158
F (0.768, -4.101, -4.173)  0.170
C (-1.012, -4.067, -1.775)  -0.557
F (-1.849, -3.377, -1.007)  0.174
F (-1.612, -4.264, -2.953)  0.167
F (-0.851, -5.265, -1.191)  0.153
C (-2.394, 0.182, -0.106)  -0.083
C (-3.522, 0.582, 0.605)  -0.008
C (-2.274, 0.666, -1.579)  -0.295
O (-1.001, 0.707, -2.109)  -0.331
C (-3.136, -0.294, -2.487)  -0.536
F (-4.336, -0.556, -1.938)  0.154
F (-3.344, 0.255, -3.702)  0.156
F (-2.522, -1.454, -2.681)  0.169
C (-2.880, 2.120, -1.796)  -0.558
F (-4.222, 2.124, -1.922)  0.138
F (-2.389, 2.687, -2.893)  0.163
F (-2.599, 2.951, -0.783)  0.125
H (-5.286, 0.016, 3.476)  0.068
H (-4.954, 1.655, 2.913)  0.073
H (-5.962, 0.581, 1.944)  0.076
H (-3.263, -1.299, 3.369)  0.107
H (-1.286, -2.068, 2.171)  0.098
H (0.791, -1.309, 2.283)  0.118
H (2.425, -2.972, 3.067)  0.110
H (3.517, -5.171, 2.749)  0.071
H (3.323, -6.049, 1.224)  0.075
H (4.485, -4.730, 1.341)  0.082
H (2.216, -4.945, -0.690)  0.117
H (-4.209, 1.286, 0.153)  0.118
O (3.774, -0.143, -3.955)  -0.100
P (2.821, 1.026, -3.451)  0.258
O (3.158, 2.306, -4.062)  -0.245
O (1.360, 0.515, -3.485)  -0.356
O (3.133, 1.110, -1.796)  -0.326
P (3.489, -0.240, -0.944)  0.228
O (2.789, 0.103, 0.465)  -0.174
O (4.914, -0.531, -0.781)  -0.243
O (2.529, -1.248, -1.599)  -0.364
H (3.482, -1.021, -3.668)  0.072
H (3.472, 0.136, 1.146)  0.096
C (-1.048, 2.851, 2.954)  -0.203
Ge (0.391, 3.928, 2.202)  0.728
C (1.490, 4.667, 3.635)  -0.231
C (-0.361, 5.405, 1.185)  -0.223
C (1.516, 2.748, 1.122)  -0.549
Se (0.441, 1.998, -0.300)  1.012
C (0.777, 3.395, -1.601)  -0.293
H (-1.935, 3.470, 3.119)  0.023
H (-0.747, 2.406, 3.906)  0.021
H (-1.320, 2.051, 2.257)  0.000
H (0.913, 5.396, 4.214)  0.015
H (2.370, 5.171, 3.225)  0.017
H (1.826, 3.876, 4.311)  0.015
H (-0.945, 6.036, 1.862)  0.021
H (-1.028, 5.027, 0.405)  0.011
H (0.419, 6.016, 0.726)  0.022
H (1.812, 1.907, 1.750)  0.009
H (2.415, 3.201, 0.702)  0.038
H (0.592, 4.357, -1.136)  0.011
H (0.085, 3.236, -2.423)  0.033
H (1.802, 3.335, -1.961)  0.019